Record 1
Entry from the Open Molecules 2025 dataset: the ion CN3O4S with charge -1 at a distorted geometry (ωB97M-V/def2-TZVPD).

**Frontier orbital gap**: 9.10 eV
**Charge**: -1
**HOMO level**: -0.1965 Ha
**DFT total energy**: -901.45842 Eh

Geometry as XYZ:
```
9
Properties=species:S:1:pos:R:3:forces:R:3
C -0.603110 -1.523693 -0.122965 -2.5 -3.8 -0.4
N -0.876237 -2.665915 -0.235671 0.5 1.7 -0.1
N -0.216195 -0.339225 0.118955 0.3 4.0 1.1
N -1.086676 0.931429 0.098011 0.4 -3.2 0.1
O 1.533555 1.216322 -0.816920 0.4 0.5 -0.3
O -2.091802 0.895026 -0.553456 -0.4 0.0 -0.6
O -0.695739 1.798217 0.797670 0.6 0.6 0.3
O 2.347172 -0.189748 0.990204 0.6 -0.1 1.5
S 1.689033 -0.122414 -0.275829 0.1 0.2 -1.6
```
Forces are in eV/Å.



Record 2
Entry from the Open Molecules 2025 dataset: the ion CN3O5S with charge -1 at a distorted geometry (ωB97M-V/def2-TZVPD).

**Frontier orbital gap**: 10.25 eV
**Charge**: -1
**SMILES string**: N#CN([N+](=O)[O-])S(=O)(=O)[O-]
**HOMO level**: -0.2434 Ha
**DFT total energy**: -976.70291 Eh

Geometry as XYZ:
```
10
Properties=species:S:1:pos:R:3:forces:R:3
C 1.245054 1.349833 -0.255248 -2.4 -4.3 0.4
N 1.870444 2.284809 -0.258136 1.9 3.0 0.0
N 0.488643 0.229766 -0.374260 -1.6 1.0 -0.8
N 0.873791 -0.963464 0.056868 2.4 -3.3 1.3
O 1.780601 -1.091427 0.871078 0.4 0.9 -0.2
O -1.972309 -0.563036 -1.182558 0.5 -0.2 0.6
O 0.237747 -1.935581 -0.327414 0.4 0.7 -0.6
O -1.727580 1.376710 0.219500 -0.3 2.3 -0.2
O -1.369525 -0.701222 1.232756 0.1 -1.5 1.0
S -1.426870 0.013608 0.017417 -1.5 1.2 -1.5
```
Forces are in eV/Å.



Record 3
Entry from the Open Molecules 2025 dataset: a structure of composition CN4O3 at a distorted geometry (ωB97M-V/def2-TZVPD).

**Frontier orbital gap**: 9.67 eV
**HOMO level**: -0.4330 Ha
**DFT total energy**: -482.60340 Eh

Geometry as XYZ:
```
8
Properties=species:S:1:pos:R:3:forces:R:3
C -0.094612 0.012817 0.035976 -6.1 -1.7 -5.7
N 0.464656 0.199705 -1.236625 4.4 2.1 1.3
N -1.385458 -0.367139 0.125166 4.4 1.8 3.1
N -1.311406 -0.445181 1.498926 -1.7 -2.1 2.5
N -0.163460 -0.331761 2.054030 -3.2 0.6 -0.9
O 1.719329 0.269162 -0.973087 -1.9 -0.2 -3.5
O -0.186121 0.493160 -2.198054 0.6 -0.7 0.0
O 0.633960 0.054395 1.007848 3.4 0.1 3.1
```
Forces are in eV/Å.